Formula: C66H146N8O12
Source: OMol25
Level of theory: the ωB97M-V functional and the def2-TZVPD basis

Structure (XYZ):
```
232
Properties=species:S:1:pos:R:3:forces:R:3:mulliken_charge:R:1
H -35.267 -22.698 -3.029 0.3 -0.7 0.5 0.3660
C -35.800 -30.742 7.906 0.6 -0.4 0.7 -0.6179
H -19.813 -23.464 1.019 0.8 -0.1 -0.4 0.2456
H -24.883 -38.314 7.233 0.2 -0.6 -0.1 0.3796
H -22.785 -41.995 8.994 0.2 0.4 -0.3 0.3130
C -35.978 -29.057 5.183 -1.1 -0.9 0.2 -0.7312
O -23.985 -40.210 9.097 -0.5 0.2 -1.0 -0.2928
H -34.664 -38.766 -0.270 -0.6 -0.4 0.2 0.3659
H -29.366 -25.591 7.375 0.5 -0.3 0.5 0.3677
H -30.666 -39.691 -0.363 0.2 -0.7 -0.1 0.3327
H -26.200 -35.638 10.604 0.2 -0.1 0.3 0.4242
H -33.737 -20.744 -4.054 -0.5 0.1 0.1 0.4294
C -29.752 -21.354 12.761 0.1 0.1 1.8 -0.6658
H -32.588 -30.884 -4.729 0.0 0.4 -0.7 0.3320
C -32.165 -22.682 10.157 1.0 0.1 1.7 -0.9215
H -30.208 -23.291 8.295 0.4 0.6 0.3 0.3748
H -23.290 -37.567 7.176 -0.1 0.2 -0.1 0.4569
H -24.641 -37.702 10.882 -0.1 -0.1 -0.2 0.4034
C -21.829 -25.038 2.884 -0.1 1.4 -0.5 -0.5994
H -22.627 -25.637 2.446 0.3 -0.1 -0.4 0.3745
H -32.581 -21.924 10.821 0.5 0.5 -0.2 0.4010
H -20.634 -21.861 2.191 -0.8 0.6 0.7 0.3703
H -32.792 -30.636 -2.306 0.2 0.3 -0.4 0.3441
H -31.187 -24.898 -5.010 1.4 1.0 0.1 0.4356
H -30.988 -25.765 7.077 -0.7 0.6 0.4 0.2297
C -28.049 -35.364 8.972 -0.2 1.4 -0.8 -0.8176
N -32.728 -39.711 1.426 0.3 -1.2 0.9 0.0057
H -17.032 -38.810 -0.362 -0.8 0.7 0.7 0.2208
C -23.987 -38.106 7.818 0.3 -1.7 -1.1 -0.8324
H -29.489 -32.934 -5.392 0.1 -0.4 -0.5 0.3687
H -35.488 -39.801 3.511 0.4 -0.3 0.3 0.4343
C -29.772 -32.315 -3.460 -1.6 0.7 -2.2 -0.4450
H -18.896 -38.437 -3.941 0.4 0.1 0.2 0.3565
H -20.584 -22.672 3.796 0.7 0.3 0.1 0.3463
H -21.562 -26.711 0.879 -0.5 0.7 0.4 0.4204
C -19.631 -26.906 0.215 1.5 0.8 0.4 -0.2627
H -30.393 -24.347 -2.525 0.0 0.4 0.3 0.3081
H -26.760 -28.945 -3.657 -0.8 -0.1 -0.7 0.2823
H -36.878 -30.745 7.742 -0.2 1.1 -0.5 0.4489
N -34.828 -29.960 5.647 0.2 2.5 0.2 -0.2265
H -35.793 -31.556 8.631 0.7 -0.8 -0.4 0.5450
O -25.926 -31.361 2.589 -1.6 -2.2 1.1 -0.8191
H -30.012 -33.359 -3.259 0.3 0.2 0.7 0.4190
H -33.804 -25.280 5.710 -0.1 -0.5 0.7 0.2167
C -31.209 -39.832 1.758 0.8 1.5 -1.0 -0.6022
H -31.002 -22.418 -3.932 -0.4 0.6 0.0 0.3858
H -21.358 -38.310 -3.322 0.4 -0.8 -0.4 0.4568
H -25.715 -38.558 9.676 0.2 -0.1 0.4 0.2932
H -20.611 -26.765 -1.699 -0.5 0.1 0.3 0.3596
H -22.046 -37.320 1.151 -0.2 0.1 0.3 0.3978
H -32.927 -18.313 -4.115 0.3 0.3 0.0 0.3459
H -21.596 -35.868 -0.469 -0.8 0.0 -0.5 0.4094
C -32.982 -38.349 0.862 -0.4 1.0 0.8 -0.6222
H -22.012 -25.200 3.946 0.7 0.4 0.2 0.4152
H -22.845 -41.083 10.545 0.2 -0.4 0.1 0.3217
H -26.102 -30.516 -3.455 0.1 -0.2 0.0 0.3234
H -37.076 -29.085 9.426 -0.1 -0.3 0.1 0.3476
C -31.318 -24.843 -2.821 0.5 -0.5 0.7 -0.6887
H -36.065 -29.897 10.686 0.3 -1.0 -0.7 0.3368
H -30.429 -23.092 13.891 0.5 0.0 0.0 0.3727
H -28.704 -21.629 12.880 0.2 0.2 -0.2 0.2911
C -32.791 -23.088 -1.812 -0.6 2.5 -0.2 -0.6699
C -30.194 -39.418 0.580 -0.7 -1.0 0.3 -0.4618
H -19.188 -35.849 0.750 -0.6 0.6 -0.4 0.3056
C -33.159 -40.823 0.445 0.9 1.2 0.6 -0.9663
H -31.685 -20.237 -4.164 0.7 0.1 0.2 0.3406
H -34.200 -29.308 6.095 0.2 0.6 0.8 0.4127
C -29.568 -31.409 2.792 4.2 -1.4 0.2 0.4228
H -33.031 -32.139 -1.491 0.3 -0.2 -0.1 0.3043
C -34.533 -25.771 5.065 1.6 0.9 0.2 -0.8342
H -36.484 -28.756 6.101 -0.3 -0.4 -0.1 0.3217
O -18.157 -38.414 -1.973 -2.3 0.6 -2.2 -0.4065
H -31.614 -22.208 13.078 -0.4 -0.4 -0.6 0.2836
C -35.586 -27.757 4.501 1.2 -1.4 1.2 -0.5412
C -20.223 -26.901 3.348 -0.2 1.0 -1.6 -1.0308
H -27.658 -32.601 -3.660 0.3 -0.1 0.4 0.4017
H -31.471 -18.037 -3.040 -0.2 0.4 -0.6 0.3778
O -35.225 -29.636 8.598 -1.5 -0.1 0.8 -0.3078
H -18.842 -26.266 -0.178 0.3 0.3 0.6 0.3051
O -32.565 -32.373 -3.452 -0.1 -1.3 2.8 -0.3243
H -33.656 -32.280 -5.108 0.0 0.2 -0.7 0.4026
H -34.245 -30.173 4.849 0.0 -1.1 -0.6 0.3867
C -26.477 -36.609 10.195 -0.1 -1.0 -0.2 -0.6035
C -21.701 -36.891 -0.831 2.3 -1.5 -0.8 -0.6089
H -32.663 -37.651 1.636 0.3 0.1 0.0 0.4055
C -30.060 -20.647 11.471 -0.4 0.8 0.8 -0.5474
C -28.182 -31.029 2.648 -1.8 -1.0 0.6 -0.5939
H -35.196 -24.937 4.836 -1.3 -0.7 0.3 0.3625
C -33.208 -31.634 -2.441 -0.1 0.1 1.2 -0.8823
H -21.049 -27.553 3.065 0.4 -0.5 0.4 0.3993
N -20.475 -25.635 2.476 -0.8 -2.6 -0.8 0.0910
H -30.905 -40.793 2.172 -0.7 -0.3 -0.3 0.4414
H -34.701 -37.159 0.191 0.3 0.3 0.5 0.4264
C -29.761 -21.546 10.317 -1.1 -0.7 0.0 -0.5095
C -27.008 -29.937 -3.278 1.0 0.0 -0.4 -0.8417
C -33.279 -20.958 -3.088 0.0 -0.3 -1.6 -0.8223
C -28.783 -40.101 0.723 0.0 0.8 0.4 -1.3718
H -22.577 -37.277 -1.352 -0.3 0.9 0.2 0.3925
H -18.727 -36.734 2.026 -0.3 -0.7 0.4 0.2787
C -32.470 -24.509 -1.822 1.4 -2.6 -0.1 -0.6289
H -19.220 -27.207 3.051 -0.4 -0.6 -0.1 0.4438
C -17.833 -39.287 -0.927 1.4 -0.9 -0.2 -0.6637
H -35.682 -28.340 10.157 0.2 0.1 -0.4 0.2590
H -24.972 -36.464 8.247 -1.1 0.3 0.0 0.3616
C -27.342 -33.265 3.427 2.3 -3.0 1.5 0.3889
H -20.787 -28.395 -0.954 -0.5 0.3 0.3 0.3670
H -36.392 -27.271 3.952 -0.5 0.1 0.7 0.4397
H -30.040 -20.784 13.644 0.5 0.8 -0.3 0.3555
H -31.102 -20.328 11.492 -0.2 0.0 -0.2 0.2862
C -35.355 -38.499 1.894 2.4 0.8 -1.3 -0.6512
H -31.699 -33.742 -5.488 0.3 0.1 0.5 0.3173
C -31.684 -24.419 -4.166 -2.2 0.7 -1.7 -0.6954
C -23.184 -39.345 8.303 -0.5 0.3 1.7 -0.5079
C -32.681 -31.970 -4.733 -0.1 0.7 -0.5 -0.3779
H -33.951 -25.843 4.146 -0.1 -0.9 -0.3 0.3376
H -19.183 -39.958 -3.100 0.2 0.0 0.1 0.3992
H -34.223 -40.969 0.260 0.1 0.5 0.5 0.4557
C -31.945 -22.894 -4.199 -0.6 -1.1 -0.3 -0.6485
H -28.794 -41.182 0.867 -0.4 0.0 -0.3 0.3577
H -19.134 -24.697 3.676 1.0 -0.3 0.0 0.4553
O -20.062 -37.688 0.817 -0.7 -1.4 -0.3 -0.2950
C -19.481 -23.420 2.056 1.0 -2.9 -0.5 -0.5611
H -32.428 -22.451 9.125 0.4 -0.3 0.1 0.3113
C -28.362 -31.871 -3.260 0.0 1.2 -0.6 -0.6008
C -20.150 -27.517 -1.058 -0.5 -0.8 -1.1 -1.5251
H -32.720 -40.394 -0.455 0.2 -1.2 -0.3 0.4311
H -31.112 -39.108 2.567 0.2 0.0 0.0 0.4078
H -32.646 -23.557 10.595 0.1 -0.4 -0.8 0.4128
C -34.459 -38.141 0.598 -0.8 -1.0 0.6 -0.8562
H -34.295 -31.543 -2.458 -0.2 -0.2 -0.9 0.3432
H -33.682 -22.765 -1.274 -0.1 -0.6 0.3 0.4744
H -29.870 -31.398 -5.442 0.1 0.7 0.3 0.4299
H -22.643 -39.874 7.518 -0.4 0.1 -0.5 0.4574
H -28.608 -35.169 9.887 0.1 -0.7 0.4 0.3400
H -18.461 -25.415 2.059 0.3 0.3 0.5 0.4745
C -32.040 -20.010 -3.159 -1.0 -1.8 0.2 -0.2717
C -30.591 -22.564 12.951 -0.3 -0.9 -0.3 -0.6506
H -22.087 -23.243 1.439 -0.5 -1.4 -0.6 0.3071
H -33.043 -18.160 -2.377 -0.2 -0.5 0.2 0.3706
H -21.717 -38.837 0.463 0.3 -0.1 -0.9 0.3957
H -31.541 -32.336 -6.513 -0.3 -0.1 -0.1 0.4344
H -19.144 -27.617 0.882 -0.2 -0.2 -0.1 0.2541
C -31.573 -32.660 -5.473 1.1 0.6 -1.0 -0.7030
C -20.566 -38.446 -2.586 -0.3 1.3 1.4 -0.5698
C -33.450 -39.871 2.806 1.1 0.4 -0.9 -0.6115
C -25.285 -37.613 10.007 -1.5 0.9 -1.1 -0.4262
H -36.584 -29.689 4.534 -0.3 0.1 0.2 0.4844
H -31.584 -25.199 9.504 -0.6 0.6 -0.8 0.4141
O -26.409 -34.079 3.820 -0.3 1.9 -1.0 -0.8279
H -28.962 -23.917 9.515 0.2 1.0 -0.4 0.3460
N -20.554 -37.017 -1.940 -1.2 -2.1 1.0 -0.2032
C -19.168 -38.874 -2.980 1.4 0.7 0.4 -0.5496
H -30.185 -38.339 0.425 0.6 0.1 0.8 0.4378
H -34.067 -20.813 -2.350 0.5 0.1 0.4 0.4875
H -30.974 -25.873 -2.917 -0.7 -0.4 0.8 0.4176
C -21.947 -23.513 2.485 -0.2 -1.2 -1.2 -0.5486
H -33.960 -31.332 6.865 -0.2 -0.6 0.1 0.3976
H -32.373 -38.158 -0.022 0.0 -0.4 0.0 0.4937
C -27.084 -31.877 2.883 2.2 2.9 -1.6 0.4644
H -17.187 -40.081 -1.302 -0.7 -0.8 -0.4 0.3475
H -34.351 -24.170 -3.813 -0.5 0.3 0.5 0.4197
H -30.831 -24.471 11.867 -0.6 0.3 -0.1 0.4826
C -21.408 -37.794 0.404 0.3 1.5 0.7 -0.5369
H -34.881 -28.006 3.707 0.7 0.3 0.0 0.3835
H -35.250 -40.653 2.024 0.0 -0.2 0.1 0.3027
C -30.010 -23.773 9.252 0.0 2.6 1.1 -0.5863
H -27.052 -29.772 -2.202 -0.9 -0.5 0.2 0.3593
H -18.702 -39.657 -0.382 0.3 0.1 0.3 0.2944
C -23.404 -41.397 9.663 0.0 0.4 0.2 -0.7612
H -19.391 -27.892 -1.744 0.7 0.1 0.5 0.4230
C -30.538 -25.087 9.216 -2.1 -4.4 0.4 -0.3310
H -20.650 -36.316 -2.661 -0.1 0.3 -0.1 0.3712
H -22.846 -23.060 2.903 0.4 -0.1 0.7 0.4092
H -20.865 -39.144 -1.803 -0.5 0.4 0.1 0.2625
C -34.485 -23.098 -3.675 1.9 1.3 -0.4 -0.9542
H -32.061 -24.831 -0.864 -0.4 0.3 0.4 0.3644
H -28.349 -31.723 -2.180 0.8 -0.2 0.1 0.4824
H -23.684 -36.601 9.134 0.4 0.1 0.5 0.4258
H -31.999 -22.511 -1.335 0.3 0.2 -0.5 0.4192
H -28.005 -29.970 2.529 0.2 0.1 -0.3 0.3571
H -29.505 -19.710 11.507 0.3 -0.1 -0.7 0.3683
C -20.662 -22.814 2.718 0.8 2.3 1.7 -0.7574
H -28.863 -34.701 3.975 0.3 -0.1 0.1 0.4250
H -28.070 -39.868 -0.068 -0.6 -0.1 -0.6 0.3744
H -35.055 -37.823 2.695 -0.5 1.1 -0.4 0.2741
C -30.331 -23.505 11.801 -0.7 -0.6 -1.2 -0.7953
H -20.316 -35.996 2.127 -0.5 -0.4 -0.2 0.3496
O -28.117 -30.595 -3.947 -0.1 -0.5 1.7 -0.3176
H -33.112 -40.820 3.222 -0.1 0.0 -0.1 0.4334
C -36.066 -29.289 9.782 0.6 1.4 -1.0 -0.8119
O -27.124 -36.420 8.958 0.6 -0.8 -0.3 -0.3539
N -24.478 -37.139 8.814 1.2 0.4 0.9 -0.1466
H -29.989 -21.164 9.322 0.2 0.2 0.1 0.4834
H -30.314 -26.979 8.034 0.5 0.1 0.4 0.3935
H -20.159 -26.679 4.414 -0.5 0.4 -0.2 0.3851
C -34.903 -39.789 2.591 -2.6 -0.5 -1.0 -0.6964
H -27.228 -37.133 10.786 0.4 0.2 0.9 0.3875
O -30.462 -30.620 2.654 -3.2 1.7 -0.3 -0.7713
C -20.689 -26.062 0.941 0.7 -0.5 0.4 -0.5975
C -28.625 -33.718 3.596 -3.3 2.1 -1.6 -0.7313
C -19.641 -36.537 1.465 1.7 1.3 0.1 -0.7849
N -30.130 -32.264 -4.992 -0.9 -1.0 0.6 -0.2872
H -34.706 -22.624 -4.632 0.3 -0.2 -0.2 0.3818
H -19.630 -36.957 -1.537 0.7 0.2 0.6 0.3802
N -33.081 -22.502 -3.201 -0.1 -0.4 0.0 0.0754
H -35.539 -31.858 6.063 0.3 -0.4 0.4 0.3177
H -29.297 -23.828 11.683 0.4 0.5 0.4 0.4494
H -33.074 -39.068 3.440 0.1 0.1 -0.1 0.4351
H -32.736 -41.724 0.889 0.1 -0.1 -0.7 0.2763
O -34.994 -27.032 5.607 -0.2 1.7 -2.6 -0.2683
H -32.328 -22.645 -5.189 0.3 0.5 0.1 0.4166
H -36.392 -38.364 1.584 0.0 -0.5 0.6 0.3742
H -22.400 -38.930 8.936 0.5 0.1 0.2 0.3308
N -30.633 -22.853 10.423 0.6 -0.5 -1.4 0.0227
H -28.768 -35.491 8.163 0.2 -0.2 0.0 0.2565
H -31.285 -20.250 -2.410 0.0 0.1 0.0 0.3737
H -30.497 -31.633 -3.016 0.3 -0.3 0.2 0.2225
H -27.492 -34.450 8.764 -0.1 0.3 -0.1 0.3428
O -30.938 -33.280 3.414 -2.7 -0.7 -0.1 -0.7465
H -28.187 -39.732 1.558 -0.6 0.2 0.5 0.3720
H -28.722 -21.862 10.411 -0.1 -0.2 -0.4 0.3571
H -32.616 -24.885 -4.486 -0.8 -0.1 0.6 0.2454
C -30.275 -25.899 7.891 -0.1 0.4 0.1 -1.3478
H -18.455 -23.057 2.121 -0.5 1.4 0.0 0.4040
H -33.350 -25.132 -1.984 0.0 -0.1 -0.3 0.3484
C -32.420 -18.554 -3.181 0.1 0.5 0.4 -1.4043
C -19.209 -24.831 2.597 -2.4 1.1 -0.2 -0.6715
H -24.223 -42.059 9.944 -0.1 0.3 0.1 0.2447
H -30.205 -25.602 10.117 1.0 -0.6 -0.4 0.3558
C -35.002 -31.105 6.639 -0.6 0.6 -0.2 -0.6680
C -29.813 -32.898 3.213 3.5 -0.3 1.2 0.4543
H -20.746 -25.118 0.398 -0.7 -0.2 0.2 0.3037
```
Positions in Å, forces in eV/Å.

Results
HOMO energy = -11.370 eV
F_max = 4.92 eV/A
Total charge = +6
Gap between HOMO and LUMO = 3.62 eV
Total energy = -107231.6071 eV